1:
Entry from the Open Molecules 2025 dataset: 2 unconnected molecules or ions with the total composition C5H11N3 (ωB97M-V/def2-TZVPD).

Element x y z (Å)
N1 1.7860 2.2830 0.2454
N2 2.5963 -0.9066 -0.5681
N3 0.7964 1.5323 0.2732
C1 3.4146 -0.0260 -0.5396
C2 -1.1353 -0.1328 0.1474
C3 0.0172 0.6583 0.5368
C4 -1.6466 0.2349 -1.2086
C5 -2.1612 0.1623 1.2545
H1 -2.4727 -0.2878 -1.4693
H2 -0.8957 -1.1214 0.1016
H3 2.0414 -0.8289 0.3874
H4 -3.0709 -0.5193 1.3271
H5 -2.0003 1.2510 -1.3014
H6 -0.9448 -0.0281 -2.0232
H7 -2.3233 1.2363 1.2212
H8 4.0464 0.1916 -1.4240
H9 1.5645 3.2663 0.2646
H10 3.8250 0.4858 0.3466
H11 -1.7475 -0.1449 2.3034

Values from the calculation:
E_HOMO: -8.331 eV
Multiplicity: 1
Kohn-Sham gap: 9.1 eV


2:
Entry from the Open Molecules 2025 dataset: a molecular structure, C5H11N3 (ωB97M-V/def2-TZVPD).

Element x y z (Å)
N1 -1.3521 1.4291 -0.1391
N2 -1.5511 -0.7806 -0.0964
N3 1.3239 0.6168 0.9434
C1 1.8848 0.6286 -0.4260
C2 0.6055 -0.4880 1.1815
C3 -0.0660 -1.0157 -0.1532
C4 0.9160 -0.3006 -1.1367
C5 -2.2621 0.4024 0.0614
H1 -3.3106 0.0536 0.0198
H2 -0.1199 -0.1849 2.0273
H3 -2.0042 2.3747 0.0770
H4 -2.4991 -1.6442 0.1712
H5 1.4216 -1.0409 -1.6287
H6 1.8377 1.6808 -0.8689
H7 3.0036 0.1932 -0.3750
H8 0.1040 -2.0363 -0.1276
H9 1.2436 -1.3738 1.4489
H10 0.7350 1.3462 0.8411
H11 0.0893 0.1395 -1.8197

Values from the calculation:
E_HOMO: -7.998 eV
Multiplicity: 1
Kohn-Sham gap: 8.4 eV


3:
Entry from the Open Molecules 2025 dataset: 2 unconnected molecules or ions with the total composition C5H11N3 (ωB97M-V/def2-TZVPD).

Element x y z (Å)
N1 2.0234 1.5377 1.4183
N2 -1.2678 0.6674 0.7572
N3 -1.0893 0.2279 -0.4939
C1 0.9880 -0.1035 -0.8677
C2 -0.4705 1.8201 1.0238
C3 1.6871 -1.2123 -0.1218
C4 1.0044 1.4271 0.8554
C5 -1.8783 -0.9431 -0.7897
H1 -1.2257 -0.0401 1.4962
H2 -0.6974 2.5980 0.2882
H3 2.2249 -1.8519 -0.8290
H4 -1.5131 -1.3591 -1.7297
H5 -0.6364 2.1847 2.0390
H6 1.6659 0.6194 -1.3143
H7 0.9768 -1.8404 0.4222
H8 -1.8166 -1.7195 -0.0121
H9 -2.9302 -0.6828 -0.9345
H10 2.4585 -0.8282 0.5450
H11 0.4963 -0.5013 -1.7527

Values from the calculation:
E_HOMO (spin up / spin down): -7.935 / -7.936 eV
Multiplicity: 1
Kohn-Sham gap (spin up / spin down): 8.2 / 8.2 eV


Q: What are the energies relative to the best structure? A: 1 0.0; 2 6.9; 3 16.1, in kJ/mol.